# 1
An isolated molecule of C5H9FN2 in a non-equilibrium geometry, computed with ωB97M-V/def2-TZVPD.

```
17
Properties=species:S:1:pos:R:3
C -1.99 0.00 -0.38
N -0.73 0.62 -0.59
C 0.52 0.19 -0.02
C 0.43 -0.04 1.50
C 1.50 1.19 -0.32
N 2.47 1.86 -0.39
C 0.98 -1.06 -0.78
F 2.16 -1.46 -0.26
H -1.95 -1.02 0.01
H -2.55 0.11 -1.37
H -2.61 0.70 0.20
H -0.85 1.63 -0.75
H -0.23 0.77 1.76
H -0.04 -0.95 1.82
H 1.41 0.19 1.97
H 0.33 -1.93 -0.57
H 1.15 -0.80 -1.84
```

Output
**Structure (SMILES)**: CN[C@](C)(C#N)CF
**Charge**: 0

Which charges does natural (NBO) predict for the atoms? In e, they are: atom 1 (C): -0.42, atom 2 (N): -0.65, atom 3 (C): -0.04, atom 4 (C): -0.62, atom 5 (C): 0.28, atom 6 (N): -0.29, atom 7 (C): 0.07, atom 8 (F): -0.36, atom 9 (H): 0.21, atom 10 (H): 0.20, atom 11 (H): 0.18, atom 12 (H): 0.39, atom 13 (H): 0.22, atom 14 (H): 0.22, atom 15 (H): 0.24, atom 16 (H): 0.17, atom 17 (H): 0.19


# 2
A structure of composition C5H9FN2 in a non-equilibrium geometry, computed with ωB97M-V/def2-TZVPD.

```
17
Properties=species:S:1:pos:R:3
C 0.32 -1.80 1.34
C 0.45 0.68 -0.03
C 1.10 1.76 -0.97
C -0.71 0.01 -0.83
C -1.74 -0.71 -0.41
H 0.54 -2.39 2.56
H -0.76 -2.46 0.89
H 1.23 -1.92 0.58
H 0.38 -0.24 2.77
H 1.91 0.89 -1.52
H 1.65 2.43 -0.29
H 0.36 2.24 -1.75
H -2.45 -1.43 -1.03
H -1.79 -0.85 0.57
N 0.09 -0.38 1.92
N 0.62 0.60 1.24
F -0.29 0.28 -2.16
```

Output
**Charge**: 0

Which charges does natural (NBO) predict for the atoms? In e, they are: atom 1 (C): -0.49, atom 2 (C): 0.12, atom 3 (C): -0.63, atom 4 (C): 0.34, atom 5 (C): -0.47, atom 6 (H): 0.20, atom 7 (H): 0.22, atom 8 (H): 0.23, atom 9 (H): 0.36, atom 10 (H): 0.22, atom 11 (H): 0.22, atom 12 (H): 0.25, atom 13 (H): 0.23, atom 14 (H): 0.22, atom 15 (N): -0.43, atom 16 (N): -0.24, atom 17 (F): -0.37


| no. | HOMO level (eV) | frontier orbital gap (eV) |
| --- | --- | --- |
| 1 | -8.994 | 9.7394 |
| 2 | -8.435 | 9.0312 |